Entry 1:
ORCA calculation (ωB97M-V/def2-TZVPD) on a structure of composition C37H64BF4FeN5PSi4.

Its largest force on an atom is 0.0191 Eh/bohr. The HOMO-LUMO gap (spin up / spin down) comes out at 5.68 / 5.87 eV. As for the expectation value of S²: 6.0116. Its HOMO energy (spin up / spin down) is -3.9851 / -4.1793 eV. For the relative energy (zero: lowest compared OMol25 entry of this formula, charge and spin), the calculation gives 70.02 kJ/mol.

Geometry as ORCA input:
```
! RIJCOSX wB97M-V def2-TZVPD def2/J DEFGRID3
* xyz -1 5
Fe -0.12812 0.33871 -0.04791
C -4.08489 -0.11575 1.47842
C -4.09850 0.91095 0.33451
C -5.26771 1.87176 0.53513
P -2.37499 1.58266 0.18946
C -2.32668 2.76372 -1.23403
C -2.35499 1.96442 -2.54487
C -3.27068 3.96175 -1.30355
C -2.12364 2.53741 1.68648
C -2.96174 3.55188 2.15792
C -2.74839 4.20795 3.35792
C -3.68230 5.28928 3.85254
C -1.63412 3.81021 4.10119
C -0.77328 2.82365 3.66392
C -0.97181 2.15026 2.42576
N -0.11740 1.18119 1.97465
C 0.91230 0.80749 2.88442
C 0.59914 -0.07465 3.93515
C -0.82240 -0.55278 4.10097
C 1.58982 -0.48895 4.82074
C 2.90233 -0.05216 4.70206
C 3.98015 -0.55310 5.63723
C 3.18983 0.86071 3.69634
C 2.22216 1.31584 2.79917
C 2.57433 2.36500 1.77801
H -5.03528 -0.66004 1.52244
H -3.93868 0.39739 2.43589
H -3.27507 -0.83987 1.36613
H -4.25260 0.37694 -0.59894
H -5.26029 2.28694 1.54522
H -6.20377 1.31596 0.41290
H -5.27302 2.69587 -0.17712
H -1.32203 3.16283 -1.11052
H -3.36592 1.58022 -2.75157
H -1.65927 1.11987 -2.51788
H -2.05716 2.60316 -3.38115
H -4.28642 3.67046 -1.58925
H -2.89739 4.64778 -2.07197
H -3.30421 4.51620 -0.36324
H -3.81607 3.85611 1.56286
H -4.32373 5.65203 3.04576
H -3.12528 6.14390 4.24735
H -4.33276 4.92699 4.65573
H -1.43264 4.30129 5.05035
H 0.09190 2.56055 4.26120
H -1.43136 0.20626 4.60000
H -0.86116 -1.47158 4.69493
H -1.27837 -0.73095 3.12217
H 1.32982 -1.19108 5.61361
H 3.84466 -1.61331 5.86036
H 3.96906 -0.01368 6.58900
H 4.96929 -0.42467 5.19464
H 4.20741 1.24282 3.60217
H 3.63109 2.32708 1.50650
H 2.35708 3.36539 2.16860
H 1.98189 2.25704 0.87957
N -2.62560 -3.54120 -0.21372
C -3.34082 -3.13685 -1.31530
C -2.77229 -1.96054 -1.69113
N -1.74037 -1.64740 -0.83922
C -1.66650 -2.61985 0.01374
C -0.60599 -2.69020 1.00993
N 0.36446 -1.81679 1.07010
C 1.22650 -2.27163 2.03712
C 0.76116 -3.43274 2.56393
N -0.41184 -3.68793 1.89412
H -2.76816 -4.39914 0.28710
H -4.16257 -3.71311 -1.71798
H -3.03056 -1.32250 -2.52809
H 2.14240 -1.74070 2.27798
H 1.13758 -4.08297 3.34006
H -0.97307 -4.51042 2.00370
F 0.58419 3.92173 -2.53199
B 1.01581 3.53397 -1.24460
F 0.22998 4.14491 -0.23139
F 2.38582 3.75670 -1.04046
F 0.76573 2.06313 -1.13928
C 1.33330 -3.87450 -4.35483
Si 0.28712 -2.96402 -3.06797
C -1.26258 -2.42110 -4.03133
C -0.21931 -4.39970 -1.91819
Si 1.27716 -1.15126 -2.00519
Si 2.03155 0.14809 -3.79398
C 3.45277 1.25376 -3.25534
C 0.61986 1.12609 -4.54763
C 2.75552 -0.83987 -5.24258
Si 3.27004 -2.05259 -1.20803
C 4.04051 -0.89499 0.06139
C 3.07799 -3.79010 -0.44561
C 4.61584 -2.31837 -2.50970
H 0.78450 -4.73703 -4.75784
H 2.27353 -4.24073 -3.91490
H 1.59776 -3.21562 -5.18963
H -2.15915 -2.98764 -3.73365
H -1.10815 -2.56636 -5.10899
H -1.47618 -1.35179 -3.86788
H -1.13462 -4.89909 -2.26949
H -0.38932 -4.06301 -0.88753
H 0.58563 -5.14564 -1.88256
H 3.41581 1.46719 -2.17860
H 3.42131 2.22642 -3.76632
H 4.41179 0.77080 -3.48215
H 0.29309 1.91967 -3.86060
H -0.23947 0.46494 -4.75023
H 0.92140 1.59801 -5.49423
H 3.52937 -1.53504 -4.88772
H 3.21632 -0.16324 -5.97709
H 1.98721 -1.42887 -5.76292
H 3.27010 -0.41736 0.68161
H 4.58114 -0.08862 -0.45459
H 4.74688 -1.40853 0.73105
H 2.02084 -4.06926 -0.32209
H 3.55505 -3.86040 0.54242
H 3.54267 -4.53599 -1.10371
H 4.95880 -1.36041 -2.92809
H 4.23604 -2.92984 -3.34198
H 5.48386 -2.83587 -2.07530
*
```

Entry 2:
ORCA calculation (ωB97M-V/def2-TZVPD) on a cluster of 8 separate species, C37H64FN3O19S in total.

Its largest force on an atom is 0.0483 Eh/bohr. The HOMO-LUMO gap comes out at 9.23 eV. The SMILES is CCCCO[C@@H](N)OC[C@](O)(NCCN)S(=O)(=O)F.O=C1CCCO1.O=C1CCCO1.O=C1CCCO1.O=C1CCCO1.O=C1CCCO1.O=C1CCCO1.O=C1CCCO1. Its HOMO energy is -9.0653 eV.

Geometry as ORCA input:
```
! RIJCOSX wB97M-V def2-TZVPD def2/J DEFGRID3
* xyz 0 1
C 6.03218 -0.85993 2.38157
C 7.06674 -0.19236 1.47232
C 6.66630 -0.10838 0.00218
C 5.25924 0.38083 -0.30215
O 5.15722 1.80680 -0.28620
C 4.75849 2.33706 0.91867
N 5.39065 3.62974 1.01184
O 3.32693 2.46824 0.93472
C 2.72046 2.30966 2.18871
C 1.66728 1.18456 2.23718
O 1.32754 0.93062 3.52550
N 2.14769 0.04555 1.54498
C 1.26244 -1.14731 1.64094
C 2.04796 -2.42651 1.75391
N 2.45154 -2.72132 3.13334
S 0.12681 1.95931 1.44357
O -0.83585 0.97652 1.09588
O -0.32337 2.96114 2.33765
F 0.61041 2.69256 0.17292
H 5.26302 -1.38946 1.83817
H 6.48404 -1.55250 3.07904
H 5.52510 -0.12626 2.99560
H 8.00666 -0.71949 1.56708
H 7.23451 0.81415 1.83993
H 7.34469 0.52783 -0.55065
H 6.74706 -1.10446 -0.42742
H 4.51006 -0.06650 0.33878
H 5.02149 0.06878 -1.31202
H 5.12248 1.74509 1.75342
H 5.05461 4.12907 1.82640
H 5.14082 4.12965 0.16510
H 2.15866 3.22470 2.38278
H 3.42281 2.20916 3.01336
H 1.93281 1.39070 4.12596
H 2.20746 0.27212 0.55911
H 0.54465 -1.08606 2.44876
H 0.69121 -1.23097 0.72181
H 2.91705 -2.37370 1.09886
H 1.42462 -3.23378 1.37599
H 3.43046 -2.95278 3.18838
H 2.27235 -1.92215 3.72826
O -0.45231 -2.11634 -4.40515
C -0.80831 -1.17510 -3.75315
C -2.13426 -1.01904 -3.04061
C -2.16930 0.47698 -2.74687
C -0.69265 0.81366 -2.62335
O -0.02449 -0.09287 -3.52497
H -2.11640 -1.61270 -2.13426
H -2.95679 -1.32810 -3.67845
H -2.74425 0.73792 -1.86189
H -2.60012 1.00547 -3.59878
H -0.31151 0.64269 -1.61352
H -0.46450 1.83643 -2.91548
O 3.52486 3.85822 5.02524
C 2.39607 4.08996 5.35032
C 1.57458 5.31952 5.02458
C 0.40734 5.20693 6.00386
C 0.29732 3.69996 6.18835
O 1.64621 3.20405 6.04935
H 1.24393 5.25145 3.98634
H 2.16193 6.22110 5.17088
H -0.51534 5.66182 5.65131
H 0.67499 5.67874 6.95015
H -0.32214 3.23176 5.42005
H -0.08326 3.42063 7.16796
O 1.96838 -1.58780 6.21689
C 0.90202 -1.29010 6.66716
C 0.10644 -0.03474 6.37468
C -0.92304 -0.02203 7.50240
C -1.07871 -1.50881 7.79614
O 0.20868 -2.08673 7.51434
H -0.35745 -0.13876 5.39278
H 0.75216 0.83962 6.39206
H -1.86147 0.46629 7.24620
H -0.50740 0.48628 8.37403
H -1.81897 -1.98463 7.14949
H -1.33800 -1.70962 8.83245
O -3.95448 -3.11187 -1.20902
C -3.91152 -2.40655 -0.24476
C -4.37319 -2.74407 1.15934
C -4.44449 -1.37406 1.82046
C -3.38006 -0.59541 1.06310
O -3.38446 -1.15389 -0.26924
H -3.62892 -3.38761 1.63100
H -5.34088 -3.23772 1.14608
H -4.27787 -1.39257 2.89549
H -5.42690 -0.93371 1.64266
H -2.38597 -0.72360 1.48479
H -3.59971 0.46687 1.00442
O -3.50731 0.43869 -6.08710
C -2.93375 0.15529 -7.09820
C -2.17248 -1.12058 -7.38185
C -1.35468 -0.74779 -8.61333
C -2.23817 0.29925 -9.27660
O -2.91682 0.95892 -8.18893
H -2.88773 -1.91775 -7.58884
H -1.54058 -1.38582 -6.53876
H -1.12027 -1.58832 -9.26332
H -0.41321 -0.29384 -8.29789
H -2.98746 -0.14552 -9.93461
H -1.67164 1.03641 -9.84005
O 3.39100 -1.17404 -10.39680
C 3.39256 -0.50712 -9.40617
C 2.90499 -0.90670 -8.02621
C 2.78610 0.44067 -7.31562
C 3.85034 1.26492 -8.02616
O 3.88761 0.75539 -9.37108
H 3.65339 -1.54807 -7.55964
H 1.95328 -1.42644 -8.08516
H 2.92810 0.39004 -6.23826
H 1.80009 0.86960 -7.50266
H 4.83972 1.13815 -7.58143
H 3.61272 2.32543 -8.05589
O -8.08993 -1.70339 2.25546
C -8.46864 -2.46419 1.41320
C -8.28194 -2.31305 -0.08322
C -9.28188 -3.32146 -0.64424
C -9.33310 -4.36046 0.46844
O -9.10736 -3.62340 1.68633
H -7.25300 -2.57784 -0.33596
H -8.49733 -1.29669 -0.39865
H -9.00194 -3.73848 -1.60910
H -10.25808 -2.84747 -0.75415
H -8.54741 -5.11234 0.37092
H -10.29425 -4.86385 0.53254
*
```

Entry 3:
ORCA calculation (ωB97M-V/def2-TZVPD) on a cluster of 10 separate species, C37H64N4O18 in total.

Its largest force on an atom is 0.2470 Eh/bohr. The HOMO-LUMO gap comes out at 9.93 eV. The SMILES is C[C@H]1COC(=O)O1.C[C@H]1COC(=O)O1.C[C@H]1COC(=O)O1.COC(=O)OC.COC(=O)OC.COC(=O)OC.CCCC#N.CCCC#N.CCCC#N.CCCC#N. Its HOMO energy is -9.8265 eV. For the relative energy (zero: lowest compared OMol25 entry of this formula, charge and spin), the calculation gives 331.38 kJ/mol.

Geometry as ORCA input:
```
! RIJCOSX wB97M-V def2-TZVPD def2/J DEFGRID3
* xyz 0 1
C 1.03150 -4.80023 -4.16029
C -0.37072 -4.52610 -4.68772
C -1.33660 -3.75614 -3.74574
O -1.97862 -2.91262 -4.70968
C -1.47969 -2.92981 -5.87518
O -1.79324 -2.14461 -6.75356
O -0.42011 -3.81167 -5.87323
H 1.67821 -5.25261 -4.90309
H 1.06923 -5.33056 -3.11022
H 1.47318 -3.85179 -3.96632
H -0.83275 -5.49424 -4.87729
H -0.73188 -3.17987 -3.04441
H -2.12234 -4.29380 -3.27825
C 2.58768 0.70853 1.01562
C 1.77368 -0.55686 1.16781
C 0.54009 -0.61893 2.14439
O -0.55471 -1.08570 1.32209
C -0.09858 -1.20400 0.00563
O -0.86751 -1.34672 -0.90352
O 1.18070 -0.92259 -0.11269
H 3.15803 0.56680 0.06217
H 3.28356 0.90868 1.76031
H 1.90388 1.52078 0.73245
H 2.46461 -1.31535 1.58690
H 0.10025 0.36338 2.37911
H 0.61817 -1.17687 3.06489
C -5.04823 -4.07692 2.54068
C -5.03878 -3.40556 1.19447
C -3.69479 -3.42444 0.51687
O -3.97965 -4.15722 -0.66117
C -5.26788 -4.35185 -0.86772
O -5.75240 -4.74454 -1.91967
O -5.93342 -3.98043 0.27671
H -4.81802 -3.42251 3.37442
H -4.45491 -4.95676 2.65631
H -5.99822 -4.43598 2.70807
H -5.31084 -2.33132 1.18424
H -2.91701 -3.87155 1.12246
H -3.42709 -2.51601 0.11455
C 4.05662 -1.30121 -4.90146
O 2.73974 -1.59249 -4.28715
C 1.71365 -0.83955 -4.55335
O 1.77027 0.11853 -5.58415
O 0.75042 -0.98773 -3.68063
C -0.30267 -0.09176 -3.59348
H 4.39553 -0.32410 -4.68534
H 3.98723 -1.48505 -5.95642
H 4.85153 -1.89401 -4.48193
H -0.16781 0.44920 -2.66009
H -1.29197 -0.61210 -3.59809
H -0.28949 0.67958 -4.41107
C -1.05770 2.78265 -0.37336
O -1.57091 2.71640 0.94011
C -1.97755 3.73012 1.46852
O -1.85258 5.10717 1.01126
O -2.60932 3.47096 2.58329
C -3.27520 4.49909 3.33155
H -1.95366 2.92103 -0.95936
H -0.42628 1.95464 -0.80230
H -0.57674 3.78202 -0.55372
H -2.63343 4.76282 4.13366
H -4.24471 4.15283 3.61985
H -3.57175 5.29321 2.70394
C -1.03177 -2.44828 5.33500
O -1.99776 -2.25945 4.36747
C -2.30212 -1.04379 3.95260
O -2.05797 0.14488 4.66212
O -3.00081 -0.97300 2.71205
C -3.28076 0.30508 2.09453
H -1.29688 -1.98557 6.22883
H -0.03925 -2.19557 5.02861
H -1.08758 -3.48883 5.54198
H -4.17936 0.12547 1.46308
H -2.36184 0.63812 1.56961
H -3.64130 1.12772 2.77597
C -0.16190 -4.96893 2.10286
C 1.01056 -4.41880 1.34996
C 0.68726 -4.34022 -0.17817
C 1.91854 -3.99068 -1.06624
N 2.81771 -3.68405 -1.73836
H -0.76316 -5.57264 1.45905
H -0.59947 -4.26778 2.75318
H 0.28571 -5.68269 2.83663
H 1.74738 -5.21214 1.48012
H 1.54620 -3.64120 1.85853
H -0.22921 -3.67458 -0.31917
H 0.43363 -5.28813 -0.52825
C 1.42090 5.04151 0.48668
C 2.61923 6.00119 0.61087
C 3.61052 5.75797 -0.51740
C 4.44133 4.49115 -0.39887
N 5.05751 3.53270 -0.26541
H 0.80386 5.21060 1.37032
H 1.75805 4.01304 0.56300
H 0.95675 5.17552 -0.46504
H 3.18774 5.76762 1.53670
H 2.43822 6.93892 0.71024
H 4.43017 6.50214 -0.35150
H 3.13087 5.86224 -1.46935
C 1.84074 3.57266 3.83529
C 0.72299 3.55305 4.95356
C 0.18028 2.15196 5.02664
C 1.19185 1.10747 5.23690
N 2.03700 0.37758 5.38356
H 2.51390 2.66770 3.77191
H 2.49039 4.40212 3.90030
H 1.24179 3.59485 2.95169
H 0.01405 4.38179 4.95676
H 1.13671 3.75231 5.98774
H -0.39131 1.81022 4.10418
H -0.35150 2.17424 5.97970
C 2.70605 2.40801 -2.69507
C 1.68862 3.41629 -3.24904
C 1.52534 3.49508 -4.76009
C 2.75032 3.85330 -5.56069
N 3.70054 4.06754 -6.20172
H 2.96396 2.42793 -1.68842
H 3.65485 2.45796 -3.18607
H 2.38536 1.31319 -2.80491
H 2.12388 4.32560 -2.77126
H 0.77035 3.28073 -2.74400
H 0.73571 4.17704 -5.12896
H 0.99911 2.55756 -5.04083
*
```

Entry 4:
ORCA calculation (ωB97M-V/def2-TZVPD) on a structure of composition C37H64N6O2P3SScTe.

Its largest force on an atom is 0.0567 Eh/bohr. The HOMO-LUMO gap comes out at 5.29 eV. Its HOMO energy is -1.1889 eV. For the relative energy (zero: lowest compared OMol25 entry of this formula, charge and spin), the calculation gives 73.25 kJ/mol.

Geometry as ORCA input:
```
! RIJCOSX wB97M-V def2-TZVPD def2/J DEFGRID3
* xyz -2 1
Sc -0.28236 -0.79949 0.37397
N -2.53536 2.13511 8.39237
C -2.57676 1.42871 7.17617
C -2.99716 2.06611 6.01597
C -3.09076 1.35491 4.82947
C -2.77396 0.01441 4.80667
C -2.39286 -0.63839 5.96217
C -2.28516 0.06431 7.14627
S -2.90346 -0.88929 3.24857
O -4.11086 -0.32369 2.65387
O -3.02026 -2.29719 3.56557
N -1.66546 -0.50949 2.31787
C -0.45516 -0.57509 2.92597
N -0.37176 -0.97299 4.18107
C 0.89564 -1.05609 4.69247
C 1.99174 -1.00279 3.92547
C 1.80354 -0.79799 2.48207
N 0.56884 -0.14839 2.14687
H -2.36526 3.12481 8.27247
H -1.89836 1.72411 9.06187
H -3.22856 3.12411 6.04947
H -3.41686 1.82821 3.91667
H -2.17236 -1.69009 5.88667
H -1.95746 -0.42459 8.05477
H 0.94704 -1.18159 5.77277
H 2.99464 -1.12569 4.31607
H 2.64514 -0.24969 2.05437
C -0.69546 3.42981 3.46207
P -0.98966 2.39691 1.93807
C 0.66304 2.69331 1.17017
C -1.93616 3.68931 0.96927
C -2.00946 3.19801 -0.46453
P -2.25226 1.33921 -0.45223
C -3.99936 1.34951 0.13657
C -2.61296 1.12751 -2.26693
H -0.12656 4.33381 3.23757
H -0.14616 2.82321 4.18217
H -1.65156 3.70121 3.90427
H 0.81124 3.75441 0.94587
H 0.72314 2.08121 0.26267
H 1.42694 2.33371 1.86467
H -1.47836 4.68311 1.03307
H -2.93846 3.75581 1.40227
H -1.07216 3.41781 -0.97793
H -2.81966 3.68141 -1.02433
H -4.50506 2.27681 -0.14113
H -4.02656 1.19991 1.21447
H -4.51946 0.50401 -0.31043
H -3.30616 1.88901 -2.62623
H -3.04366 0.13681 -2.41413
H -1.68186 1.17811 -2.82843
Te 1.69344 -2.72489 1.30967
C 3.92464 0.63581 -0.13873
C 3.91854 0.17681 -1.59533
C 5.16484 0.71301 -2.29673
C 4.00364 -1.34649 -1.56323
P 2.11494 0.58691 -2.23593
N 0.99464 0.30581 -1.25543
C 1.96054 -0.37779 -3.94223
C 3.16204 -0.50019 -4.87463
C 0.81504 0.27121 -4.71613
C 1.44974 -1.76409 -3.56293
C 2.27114 2.49201 -2.81243
C 3.07594 2.86811 -4.05723
C 2.85874 3.27471 -1.63533
C 0.82124 2.94771 -2.95913
H 4.58744 0.00651 0.45877
H 2.90824 0.54131 0.24877
H 4.25084 1.66721 -0.02153
H 6.04124 0.30081 -1.78973
H 5.23484 1.79641 -2.24103
H 5.20774 0.41191 -3.33893
H 4.84134 -1.66519 -0.93913
H 4.15344 -1.77329 -2.55053
H 3.09074 -1.75409 -1.12593
H 3.56314 0.47221 -5.14733
H 2.84454 -1.01049 -5.78963
H 3.95744 -1.09369 -4.43313
H 1.09274 1.22961 -5.14473
H -0.03246 0.40271 -4.04843
H 0.50724 -0.37799 -5.53943
H 2.23174 -2.42579 -3.20623
H 0.97544 -2.24169 -4.42323
H 0.70534 -1.64789 -2.77453
H 4.10104 2.51441 -3.99203
H 3.10284 3.95901 -4.14693
H 2.63754 2.48011 -4.97293
H 3.94064 3.18031 -1.58243
H 2.43054 2.92271 -0.70253
H 2.63394 4.34161 -1.74003
H 0.44054 2.81591 -3.96773
H 0.70014 4.00211 -2.70013
H 0.22314 2.34201 -2.27833
C 0.62854 -5.97609 -2.02323
N -0.65126 -5.39939 -1.67233
C -0.91306 -5.59509 -0.25693
C -0.65276 -3.97329 -2.01623
C -1.93676 -3.29179 -1.60073
C -3.12256 -3.80829 -2.12073
C -4.34866 -3.34449 -1.68163
C -4.36556 -2.38589 -0.68353
C -3.17676 -1.84529 -0.21773
C -1.89146 -2.22699 -0.66633
H 0.61404 -7.04779 -1.81033
H 1.46214 -5.51189 -1.46593
H 0.80664 -5.83759 -3.09143
H -0.92266 -6.66749 -0.04543
H -1.88696 -5.17709 -0.01433
H -0.15736 -5.10489 0.37887
H -0.52806 -3.91919 -3.10703
H 0.19804 -3.46139 -1.52043
H -3.07696 -4.60789 -2.85213
H -5.27526 -3.73559 -2.09353
H -5.30576 -2.05609 -0.25653
H -3.25806 -1.13799 0.59807
*
```

Summary of calculated total energy in hartree
-4909.8511; -3540.1929; -3021.2762; -4378.3352
(order as listed above)